# 1
C27H26AsBrIrN6O7PS as an isolated structure at a distorted geometry. Source: the OMol25 dataset; level of theory: ωB97M-V/def2-TZVPD.

Structure (ORCA input):
```
! RIJCOSX wB97M-V def2-TZVPD def2/J DEFGRID3
* xyz 1 2
Ir 1.500 -0.116 -0.895
O 1.626 3.257 -2.621
As 2.958 2.888 -1.547
O 3.428 4.169 -0.684
O 2.245 1.667 -0.544
C 4.382 2.129 -2.588
C 5.463 2.993 -2.720
C 6.573 2.618 -3.467
C 6.615 1.379 -4.082
C 5.551 0.496 -3.949
C 4.443 0.869 -3.203
S 3.188 -0.353 -3.028
O 3.290 -0.841 -1.565
O 3.408 -1.378 -3.983
O 1.853 0.331 -3.016
H 1.530 4.219 -2.652
H 5.425 3.957 -2.230
H 7.404 3.302 -3.566
H 7.476 1.088 -4.668
H 5.573 -0.475 -4.421
Br -11.518 -0.331 -0.002
C -9.641 -0.413 -0.143
C -8.973 -1.541 0.324
C -7.597 -1.607 0.224
C -6.899 -0.542 -0.339
C -7.572 0.581 -0.796
C -8.953 0.651 -0.704
N -5.478 -0.510 -0.486
N -4.892 -1.567 -0.206
C -3.483 -1.527 -0.410
C -2.913 -2.741 -0.721
C -1.549 -2.884 -1.016
C -0.727 -1.777 -0.943
O 0.574 -1.799 -1.243
C -1.289 -0.531 -0.563
N -0.398 0.504 -0.499
C -0.808 1.722 -0.203
C -2.152 1.970 0.094
C -3.065 0.949 0.057
C -2.659 -0.358 -0.310
H -9.532 -2.356 0.762
H -7.060 -2.474 0.581
H -7.004 1.393 -1.231
H -9.489 1.518 -1.062
H -3.565 -3.603 -0.768
H -1.139 -3.842 -1.305
H -0.051 2.495 -0.175
H -2.450 2.973 0.365
H -4.099 1.138 0.297
C 1.207 -1.185 4.194
N 1.587 0.190 3.865
C 3.043 0.325 3.973
N 3.779 -0.641 3.155
C 3.342 -1.993 3.502
N 1.894 -2.188 3.378
C 1.446 -2.180 1.989
P 1.845 -0.526 1.296
C 1.096 0.584 2.547
C 3.619 -0.374 1.729
H 0.128 -1.302 4.081
H 1.467 -1.366 5.237
H 3.318 0.163 5.016
H 3.337 1.336 3.689
H 3.617 -2.183 4.539
H 3.860 -2.715 2.870
H 0.372 -2.367 1.929
H 1.956 -2.951 1.408
H 0.005 0.515 2.520
H 1.380 1.615 2.320
H 3.951 0.636 1.479
H 4.200 -1.080 1.132
*
```

Properties
Relative energy (zero: lowest compared OMol25 entry of this formula, charge and spin) ... 7.9 kcal per mole
Gap between HOMO and LUMO (spin up / spin down) ... 7.11 / 4.94 eV
Expectation value of S² ... 0.796

=====

# 2
C3H9N3O2 as an isolated structure at a distorted geometry. Source: the OMol25 dataset; level of theory: ωB97M-V/def2-TZVPD.

Structure (ORCA input):
```
! RIJCOSX wB97M-V def2-TZVPD def2/J DEFGRID3
* xyz 0 1
C -1.800 0.751 -1.095
C 1.874 0.644 0.416
N -0.473 -1.717 0.534
N 0.428 0.796 0.599
C -0.402 -0.767 1.369
N 0.189 -1.861 -0.650
O -2.235 -0.275 -0.566
O -0.714 -0.533 2.492
H 0.232 1.435 1.359
H -0.020 -1.106 -1.315
H -0.076 -2.763 -1.038
H -2.170 1.736 -0.756
H -0.154 1.150 -0.355
H -1.427 0.747 -2.127
H 2.370 1.589 0.175
H 2.301 0.247 1.336
H 2.078 -0.073 -0.377
*
```

Properties
Relative energy (zero: lowest compared OMol25 entry of this formula, charge and spin) ... 139.2 kcal per mole
Gap between HOMO and LUMO (spin up / spin down) ... 7.09 / 7.09 eV

=====

# 3
C20H22FN5O2SV as an isolated structure at a distorted geometry. Source: the OMol25 dataset; level of theory: ωB97M-V/def2-TZVPD.

Structure (ORCA input):
```
! RIJCOSX wB97M-V def2-TZVPD def2/J DEFGRID3
* xyz -2 4
V -1.714 1.858 -0.272
C 3.327 2.463 -0.037
N 2.570 1.617 0.914
C 3.343 0.772 1.814
C 1.200 1.524 0.829
N 0.410 2.349 0.201
N 0.648 0.524 1.595
C -0.696 0.339 1.972
N -0.973 -0.784 2.657
N -1.595 1.194 1.599
H 4.399 2.326 0.121
H 3.131 3.538 0.095
H 3.084 2.159 -1.079
H 2.841 -0.201 1.890
H 3.313 1.240 2.822
H 4.279 0.614 1.333
H 0.810 3.082 -0.383
H 1.303 -0.143 1.930
H -0.149 -1.091 3.177
H -1.870 -0.781 3.163
H -2.624 0.869 1.815
O -3.231 1.521 -0.640
F -1.994 8.053 -1.263
C -1.895 6.676 -1.094
C -2.796 5.985 -0.253
C -2.731 4.603 -0.192
C -1.668 3.904 -0.740
C -0.710 4.615 -1.419
C -0.858 5.965 -1.728
H -3.530 6.558 0.370
H -3.565 4.093 0.310
H 0.170 4.140 -1.898
H -0.080 6.399 -2.392
C 1.561 -7.896 -0.031
C 0.600 -6.767 0.187
O 0.750 -6.044 1.143
S -0.786 -6.583 -1.019
C -0.842 -4.852 -1.171
C -2.040 -4.111 -1.136
C -2.005 -2.690 -1.314
C -0.761 -2.018 -1.352
C 0.418 -2.751 -1.220
C 0.358 -4.131 -1.323
C -0.763 -0.626 -1.443
C -0.921 0.573 -1.337
H 1.933 -8.151 0.946
H 2.427 -7.495 -0.559
H 1.144 -8.733 -0.645
H -2.982 -4.632 -0.864
H -2.948 -2.145 -1.428
H 1.388 -2.261 -1.145
H 1.322 -4.665 -1.507
*
```

Properties
Gap between HOMO and LUMO (spin up / spin down) ... 2.02 / 7.55 eV
Expectation value of S² ... 3.776

=====

# 4
An isolated ion of composition C6H11N and charge -1 at a distorted geometry. Source: the OMol25 dataset; level of theory: ωB97M-V/def2-TZVPD.

Structure (ORCA input):
```
! RIJCOSX wB97M-V def2-TZVPD def2/J DEFGRID3
* xyz -1 2
C -1.110 1.972 -0.621
N -0.730 -0.783 -1.388
C -0.011 -0.330 -0.312
C -0.344 0.919 0.236
C 0.190 1.416 1.489
C 1.083 -2.418 0.491
C 1.107 -1.124 0.169
H -2.134 1.615 -0.479
H -0.818 1.980 -1.754
H -0.924 2.960 -0.228
H -0.357 -1.640 -1.784
H -1.400 -0.221 -1.916
H 1.261 1.602 1.366
H -0.276 2.175 2.069
H 0.201 0.727 2.317
H 1.829 -2.994 0.799
H 0.134 -2.793 0.612
H 2.108 -0.549 0.011
*
```

Properties
Relative energy (zero: lowest compared OMol25 entry of this formula, charge and spin) ... 39.6 kcal per mole
Gap between HOMO and LUMO (spin up / spin down) ... 3.19 / 6.23 eV
Expectation value of S² ... 0.756

=====

# 5
One molecule with the formula C18H26N2O5. Source: the OMol25 dataset; level of theory: ωB97M-V/def2-TZVPD.

Structure (ORCA input):
```
! RIJCOSX wB97M-V def2-TZVPD def2/J DEFGRID3
* xyz 0 1
C -6.511 -0.640 1.012
C -5.876 -0.700 -0.372
C -4.452 -1.249 -0.319
O -3.587 -0.404 0.441
C -3.045 0.633 -0.184
O -3.279 0.953 -1.323
C -2.045 1.338 0.707
C -0.664 0.626 0.585
C -0.580 -0.137 -0.741
O -0.806 -1.330 -0.828
N -0.214 0.623 -1.781
C -0.020 2.042 -1.630
C 0.865 2.286 -0.407
N 0.402 1.587 0.787
C 1.499 1.147 1.640
C 2.476 0.206 0.971
C 3.720 0.679 0.573
C 4.597 -0.160 -0.109
O 5.844 0.198 -0.532
C 6.315 1.486 -0.222
C 4.207 -1.457 -0.415
C 2.961 -1.933 -0.021
O 2.674 -3.210 -0.374
C 1.392 -3.722 -0.071
C 2.104 -1.101 0.694
H -5.908 -0.027 1.678
H -7.508 -0.212 0.955
H -6.586 -1.638 1.440
H -6.464 -1.346 -1.026
H -5.849 0.297 -0.815
H -4.044 -1.348 -1.329
H -4.422 -2.214 0.190
H -1.951 2.377 0.399
H -2.380 1.300 1.742
H -0.623 -0.125 1.377
H -0.201 0.201 -2.697
H 0.478 2.431 -2.519
H -0.987 2.547 -1.533
H 0.900 3.361 -0.189
H 1.880 1.955 -0.663
H 1.060 0.677 2.523
H 2.024 2.051 1.966
H 3.995 1.694 0.813
H 7.326 1.534 -0.624
H 5.704 2.265 -0.692
H 6.348 1.654 0.859
H 4.877 -2.101 -0.959
H 1.256 -3.833 1.010
H 0.597 -3.092 -0.478
H 1.354 -4.705 -0.538
H 1.148 -1.466 1.027
*
```

Properties
Relative energy (zero: lowest compared OMol25 entry of this formula, charge and spin) ... 47.6 kcal per mole
Gap between HOMO and LUMO ... 8.98 eV
SMILES ... CCCOC(=O)C[C@H]1C(=O)NCCN1Cc1cc(OC)cc(OC)c1

=====

# 6
A 2-piece molecular cluster, C5H11O2 overall at a distorted geometry. Source: the OMol25 dataset; level of theory: ωB97M-V/def2-TZVPD.

Structure (ORCA input):
```
! RIJCOSX wB97M-V def2-TZVPD def2/J DEFGRID3
* xyz -1 1
C -2.579 -2.240 -0.273
C -1.174 -2.770 -0.603
H -2.729 -2.182 0.803
H -2.625 -1.174 -0.543
H -3.397 -2.661 -0.856
H -0.539 -2.023 -0.117
H -0.857 -2.791 -1.635
H -0.975 -3.710 -0.089
C 0.018 1.004 0.664
C -0.187 2.383 1.288
C 1.294 0.785 -0.210
O 1.278 -0.332 -0.789
O 2.189 1.652 -0.209
H 0.144 0.308 1.496
H -0.812 0.695 0.027
H -0.335 3.127 0.503
H 0.739 2.693 1.771
H -1.008 2.350 2.003
*
```

Properties
Relative energy (zero: lowest compared OMol25 entry of this formula, charge and spin) ... 7.9 kcal per mole
Gap between HOMO and LUMO ... 7.66 eV

=====

# 7
C21H44N7RuS2Sb2 as an isolated structure at a distorted geometry. Source: the OMol25 dataset; level of theory: ωB97M-V/def2-TZVPD.

Structure (ORCA input):
```
! RIJCOSX wB97M-V def2-TZVPD def2/J DEFGRID3
* xyz 2 2
Ru 0.401 0.280 0.409
C -3.439 -1.832 -1.308
C -2.249 -0.961 -1.067
N -1.906 -0.555 0.119
N -2.663 -0.871 1.158
C -2.214 -0.628 2.354
N -2.990 -0.803 3.420
S -0.554 -0.148 2.648
C -1.465 -0.453 -2.180
C -1.947 -0.492 -3.495
C -1.228 0.121 -4.503
C -0.044 0.772 -4.182
C 0.386 0.734 -2.868
N -0.281 0.123 -1.895
H -3.698 -2.368 -0.398
H -3.252 -2.537 -2.114
H -4.301 -1.224 -1.582
H -3.948 -1.099 3.318
H -2.616 -0.680 4.346
H -2.878 -0.983 -3.719
H -1.588 0.107 -5.520
H 0.529 1.293 -4.930
H 1.310 1.226 -2.583
N 2.906 0.103 -0.502
N 3.944 0.695 0.238
C 3.709 1.466 1.320
N 4.748 2.027 1.934
S 2.163 1.747 1.916
H 3.056 -0.910 -0.563
H 2.896 0.481 -1.453
H 4.897 0.614 -0.108
H 5.704 1.858 1.661
H 4.581 2.573 2.765
C -0.713 4.262 1.725
Sb -0.233 3.058 0.009
C 1.496 4.200 -0.609
C -1.524 4.037 -1.406
H -0.585 5.305 1.444
H -0.055 4.023 2.556
H -1.745 4.093 2.020
H 1.197 5.244 -0.588
H 1.788 3.943 -1.623
H 2.335 4.057 0.066
H -1.382 5.101 -1.262
H -2.563 3.787 -1.234
H -1.248 3.772 -2.419
C -1.404 -5.290 -1.110
C -0.588 -4.969 0.122
C -1.415 -5.069 1.386
Sb 0.442 -2.961 0.011
C 1.878 -3.331 -1.689
C 1.196 -2.984 -3.003
C 2.412 -4.746 -1.690
C 1.646 -3.206 1.894
C 2.567 -2.014 2.076
C 2.384 -4.525 1.995
H -1.713 -6.335 -1.062
H -0.830 -5.161 -2.025
H -2.303 -4.679 -1.166
H 0.275 -5.636 0.175
H -2.258 -4.379 1.362
H -0.819 -4.871 2.275
H -1.813 -6.080 1.470
H 2.705 -2.632 -1.517
H 0.396 -3.691 -3.216
H 1.913 -3.043 -3.824
H 0.779 -1.976 -2.986
H 1.611 -5.471 -1.800
H 2.969 -4.969 -0.784
H 3.083 -4.873 -2.540
H 0.870 -3.158 2.664
H 3.436 -2.086 1.424
H 2.920 -1.963 3.106
H 2.031 -1.074 1.865
H 3.228 -4.568 1.309
H 1.727 -5.372 1.810
H 2.779 -4.632 3.004
*
```

Properties
Gap between HOMO and LUMO (spin up / spin down) ... 5.62 / 6.38 eV
Expectation value of S² ... 0.794

=====

# 8
One molecule with the formula C6H10 at a distorted geometry. Source: the OMol25 dataset; level of theory: ωB97M-V/def2-TZVPD.

Structure (ORCA input):
```
! RIJCOSX wB97M-V def2-TZVPD def2/J DEFGRID3
* xyz 0 1
C 1.212 -0.696 2.712
C 0.598 -0.191 1.439
C -0.152 -0.885 0.595
C -0.757 -0.304 -0.619
C -0.149 0.408 -1.564
C -0.963 1.187 -2.569
H 0.532 -1.392 3.212
H 1.550 0.077 3.393
H 2.061 -1.322 2.448
H 0.937 0.782 1.110
H -0.399 -1.934 0.726
H -1.811 -0.523 -0.760
H 0.920 0.582 -1.546
H -1.530 0.497 -3.205
H -1.650 1.893 -2.108
H -0.400 1.824 -3.262
*
```

Properties
Relative energy (zero: lowest compared OMol25 entry of this formula, charge and spin) ... 25.9 kcal per mole
Gap between HOMO and LUMO ... 9.86 eV
SMILES ... C/C=C/C=C/C

=====

# 9
C18H17F16N2O6S2 as an isolated structure at a distorted geometry. Source: the OMol25 dataset; level of theory: ωB97M-V/def2-TZVPD.

Structure (ORCA input):
```
! RIJCOSX wB97M-V def2-TZVPD def2/J DEFGRID3
* xyz -1 1
C -3.210 2.862 -1.452
C -3.801 1.729 -0.958
C -4.315 1.598 0.503
S -3.650 0.128 1.369
O -3.238 -0.862 0.377
O -4.792 -0.432 2.098
N -2.502 0.468 2.517
S -1.233 1.344 1.923
O -1.104 1.342 0.467
O -0.009 0.754 2.479
C -1.279 3.028 2.614
C -2.069 4.040 1.991
C -2.009 5.281 2.699
C -1.227 5.388 3.865
N -0.434 4.476 4.464
C -0.525 3.327 3.766
H -3.674 3.865 -1.491
H -2.171 2.762 -1.839
H -3.878 0.850 -1.621
H -5.416 1.422 0.417
H -4.207 2.539 1.075
H -2.666 3.905 1.077
H -2.575 6.154 2.335
H -1.257 6.373 4.381
H 0.088 2.492 4.163
C 2.785 0.712 0.094
C 3.125 2.198 0.319
C 3.084 3.092 -0.919
F 3.979 2.710 -1.857
F 3.403 4.369 -0.578
F 4.324 2.291 0.947
F 2.204 2.671 1.189
O 3.885 -0.195 -0.034
C 4.467 -0.348 -1.282
C 5.921 0.124 -1.305
F 6.025 1.422 -0.957
F 6.439 0.002 -2.554
F 3.716 0.251 -2.226
F 4.436 -1.675 -1.557
H 2.278 0.385 1.004
H 2.049 0.572 -0.698
H 2.087 3.101 -1.363
H 6.529 -0.464 -0.614
C 0.757 -4.093 -1.396
C 0.837 -5.553 -0.912
C 0.345 -6.618 -1.893
F -0.956 -6.467 -2.203
F 0.472 -7.852 -1.335
F 0.203 -5.662 0.275
F 2.156 -5.815 -0.662
O -0.355 -3.325 -0.964
C -1.542 -3.417 -1.691
C -2.683 -4.017 -0.869
F -2.372 -5.258 -0.422
F -3.801 -4.138 -1.627
F -1.325 -4.086 -2.849
F -1.867 -2.161 -2.040
H 1.614 -3.587 -0.947
H 0.915 -4.008 -2.473
H 0.932 -6.604 -2.814
H -2.912 -3.389 -0.005
*
```

Properties
Gap between HOMO and LUMO ... 8.18 eV

=====

# 10
A 2-piece molecular cluster, C21H12Cl5F8N2O6PS3 overall at a distorted geometry. Source: the OMol25 dataset; level of theory: ωB97M-V/def2-TZVPD.

Structure (ORCA input):
```
! RIJCOSX wB97M-V def2-TZVPD def2/J DEFGRID3
* xyz 0 1
O -0.221 0.816 -3.877
C -1.250 0.203 -3.799
O -2.295 0.597 -2.952
C -1.514 -1.075 -4.672
C -1.037 -2.371 -3.880
C -0.879 -2.179 -2.341
C 0.434 -1.858 -1.757
C 0.586 -1.717 -0.311
C -0.513 -1.874 0.671
C -1.850 -2.162 0.081
P -3.280 -2.324 1.284
S -2.933 -3.665 2.650
C -2.003 -2.305 -1.386
Cl -3.613 -2.687 -2.103
N -0.360 -1.769 2.107
C 0.537 -0.708 2.520
C 0.143 0.045 3.747
C -1.178 -0.273 4.538
O -2.166 -0.672 3.984
N -1.124 0.003 5.981
C -1.519 -1.113 6.794
O -1.313 -1.069 7.968
F -2.167 -2.224 6.317
C 1.011 1.125 4.246
C 2.276 1.439 3.550
C 2.703 0.705 2.333
S 4.300 1.156 1.595
O 4.912 0.059 0.829
O 5.211 1.400 2.727
C 4.199 2.590 0.419
F 3.115 2.349 -0.433
F 5.295 2.645 -0.412
C 3.956 4.020 1.060
F 4.673 4.926 0.278
F 4.426 4.176 2.339
C 2.453 4.529 1.035
F 2.397 5.608 1.908
F 1.539 3.629 1.492
F 2.125 5.038 -0.188
C 1.810 -0.355 1.847
S 2.227 -1.320 0.361
H -3.065 0.069 -3.242
H -0.894 -1.026 -5.625
H -2.614 -1.164 -4.887
H -1.829 -3.163 -4.032
H -0.082 -2.821 -4.266
H 1.291 -1.729 -2.468
H -4.415 -2.693 0.510
H -3.561 -1.053 1.864
H -0.031 -2.690 2.435
H -1.672 0.831 6.229
H 0.725 1.723 5.140
H 2.915 2.259 3.968
Cl -3.780 0.283 -6.904
C -3.176 -0.376 -8.436
Cl -1.801 -1.452 -8.117
Cl -4.465 -1.289 -9.238
Cl -2.655 0.955 -9.482
*
```

Properties
Gap between HOMO and LUMO ... 6.96 eV
SMILES ... O=C(O)CCc1cc2c(c([PH2]=S)c1Cl)Nc1c(C(=O)NC(=O)F)ccc(S(=O)(=O)C(F)(F)C(F)(F)C(F)(F)F)c1S2.ClC(Cl)(Cl)Cl

=====

# 11
A 2-piece molecular cluster, C2H9NO2 overall at a distorted geometry. Source: the OMol25 dataset; level of theory: ωB97M-V/def2-TZVPD.

Structure (ORCA input):
```
! RIJCOSX wB97M-V def2-TZVPD def2/J DEFGRID3
* xyz 0 1
C 0.905 -0.205 2.239
N 0.723 -0.836 0.930
C 0.556 -0.079 -0.294
O -0.632 -0.417 -0.985
H 0.200 -0.601 2.966
H 0.808 0.870 2.101
H 1.900 -0.461 2.614
H 0.336 -1.765 0.916
H 0.502 0.967 0.009
H 1.361 -0.316 -0.983
H -1.440 -0.266 -0.474
O -2.108 1.059 -2.889
H -1.734 1.404 -3.735
H -1.377 0.645 -2.414
*
```

Properties
Relative energy (zero: lowest compared OMol25 entry of this formula, charge and spin) ... 9.1 kcal per mole
Gap between HOMO and LUMO ... 9.66 eV
SMILES ... CNCO.O